Entry 1:
Density functional theory data (ωB97M-V/def2-TZVPD) for a 7-piece molecular cluster, C49H109N5O4 overall.

The geometry in XYZ format:
```
167
Properties=species:S:1:pos:R:3:mulliken_charge:R:1
C -5.85610 -4.94412 -4.13100 -1.240
C -5.72474 -3.96015 -5.32536 -0.763
C -4.58966 -4.07810 -6.34653 0.021
C -4.40229 -2.79959 -7.02729 -1.439
N -3.32710 -2.76470 -8.07329 0.266
C -3.72401 -3.43956 -9.38627 -0.424
C -2.93747 -2.81046 -10.42238 -0.791
C -2.66181 -1.38970 -9.90888 -0.447
C -3.12995 -1.34802 -8.49151 -0.595
C -2.03744 -3.34078 -7.46189 -1.093
C -1.62530 -2.78875 -6.10941 -0.082
C -0.35433 -3.46002 -5.64744 -1.432
H -4.94345 -5.03411 -3.52917 0.316
H -6.09197 -5.97724 -4.47262 0.317
H -6.71678 -4.58441 -3.54817 0.376
H -5.75037 -2.93447 -4.97623 0.456
H -6.63030 -4.04647 -5.97688 0.301
H -4.83591 -4.90918 -7.06995 0.265
H -3.70319 -4.34131 -5.71630 0.167
H -4.22552 -2.02379 -6.31477 0.542
H -5.28531 -2.46377 -7.51487 0.740
H -3.65260 -4.52853 -9.38043 0.406
H -4.76492 -3.11471 -9.53471 0.373
H -2.00632 -3.31773 -10.62041 0.334
H -3.50864 -2.71216 -11.33153 0.413
H -1.58397 -1.15053 -9.94875 0.306
H -3.25765 -0.76221 -10.58314 0.325
H -2.46045 -0.87335 -7.77609 0.218
H -4.11205 -0.79599 -8.41662 0.412
H -1.28605 -3.42978 -8.24008 0.552
H -2.43872 -4.34538 -7.37008 0.529
H -2.36379 -2.91231 -5.33562 0.426
H -1.47592 -1.69593 -6.11640 0.215
H -0.05479 -3.30362 -4.60216 0.362
H 0.50890 -3.16117 -6.27190 0.332
H -0.50187 -4.55034 -5.83292 0.339
C -4.10054 0.07084 6.44534 -1.487
C -3.18275 -0.56533 5.41383 -0.399
C -1.75970 -0.06693 5.55188 0.118
C -1.73277 1.40876 5.29597 -0.912
N -0.29609 2.06604 5.44128 0.507
C -0.45247 3.52854 5.15220 -0.505
C 0.02303 3.67918 3.71799 -0.785
C 0.17631 2.29206 3.14023 -0.676
C 0.58444 1.51292 4.38867 -0.528
C 0.20708 1.81873 6.82087 -1.303
C -0.62934 2.27671 7.94171 -0.078
C 0.29053 2.49730 9.14248 -1.633
H -3.85305 -0.29037 7.45016 0.337
H -5.16320 -0.21562 6.31329 0.324
H -4.17476 1.13209 6.45003 0.404
H -3.59594 -0.34634 4.40935 0.268
H -3.12177 -1.60620 5.68434 0.308
H -1.18707 -0.64998 4.87336 0.055
H -1.39682 -0.28643 6.55900 0.278
H -2.24495 1.92744 6.12638 0.282
H -2.03474 1.70462 4.32518 0.322
H 0.16755 4.08641 5.82735 0.447
H -1.47155 3.90939 5.33806 0.348
H 0.99007 4.16734 3.70068 0.380
H -0.51751 4.36645 3.08152 0.385
H 0.79390 2.23393 2.22096 0.435
H -0.74468 1.89162 2.84445 0.296
H 1.60637 1.81086 4.68814 0.549
H 0.58946 0.39697 4.39656 0.093
H 1.16857 2.36728 6.95556 0.606
H 0.45820 0.80884 6.84902 0.684
H -1.32192 1.54429 8.33165 0.233
H -1.12810 3.18670 7.87257 0.464
H 1.14174 3.18566 8.97303 0.372
H 0.77442 1.58708 9.44027 0.381
H -0.28386 2.84933 9.98677 0.427
C 3.96081 -10.40271 3.71074 -1.373
C 4.32836 -9.06573 4.28174 -0.452
C 4.04282 -7.83565 3.36643 -0.381
C 4.75617 -6.61991 3.83340 -0.993
N 4.35897 -5.34178 3.01586 0.147
C 5.32607 -4.20445 3.37860 -0.520
C 6.62858 -4.57942 2.66150 -0.655
C 6.23058 -5.45445 1.46358 -0.797
C 4.69094 -5.58841 1.57584 -0.689
C 2.93923 -4.89718 3.19554 -0.927
C 2.57577 -4.71815 4.64124 -0.052
C 1.43141 -3.79889 4.88611 -1.571
H 4.19100 -11.16992 4.42329 0.398
H 4.45949 -10.52996 2.72077 0.325
H 2.91485 -10.38787 3.44023 0.341
H 5.39912 -9.03812 4.43744 0.367
H 3.82711 -9.00667 5.22377 0.384
H 2.96279 -7.74311 3.30607 0.298
H 4.34452 -8.10075 2.31368 0.290
H 5.78040 -6.71095 3.57772 0.611
H 4.58038 -6.38931 4.85892 0.320
H 4.94802 -3.23742 3.02137 0.457
H 5.57360 -4.13025 4.41891 0.302
H 7.12712 -3.67565 2.34698 0.429
H 7.33885 -5.14856 3.35159 0.335
H 6.43441 -5.00775 0.51828 0.430
H 6.71538 -6.43385 1.36609 0.301
H 4.24203 -4.63538 1.18400 0.471
H 4.31524 -6.42841 1.07396 0.526
H 2.22359 -5.50469 2.61123 0.550
H 2.97086 -3.92465 2.70031 0.475
H 3.52643 -4.33463 5.04051 0.301
H 2.36046 -5.74592 5.02815 0.255
H 0.63238 -4.02017 4.15198 0.295
H 1.66134 -2.75996 4.68895 0.377
H 1.06964 -3.86426 5.92611 0.429
C 3.45350 13.98802 -2.62686 -1.198
C 2.46077 12.88569 -3.03510 -0.450
C 3.26431 11.69123 -3.67689 -0.688
C 2.30756 10.58285 -4.10687 -0.751
N 3.01313 9.36320 -4.74487 0.578
C 4.41079 9.03740 -4.19822 -0.709
C 5.15674 8.25376 -5.27439 -0.742
C 4.45511 8.68302 -6.60564 -0.552
C 3.29157 9.63007 -6.23922 -0.684
C 2.04600 8.16443 -4.64779 -1.133
C 1.89618 7.46561 -3.31636 -0.067
C 0.99511 6.29669 -3.44949 -1.321
H 4.05568 13.94676 -1.62372 0.304
H 2.79256 14.84746 -2.17970 0.338
H 4.08535 14.28260 -3.46464 0.348
H 1.70960 13.23261 -3.81434 0.334
H 1.75397 12.62928 -2.15642 0.312
H 4.05001 11.38957 -2.91852 0.310
H 3.89467 11.91338 -4.55185 0.482
H 1.71133 10.98422 -4.91839 0.356
H 1.70260 10.28126 -3.23239 0.389
H 4.19432 8.52783 -3.25572 0.470
H 4.90102 10.10971 -4.12049 0.476
H 5.15495 7.14410 -5.08570 0.262
H 6.30678 8.56920 -5.31676 0.349
H 4.00412 7.66139 -7.01206 0.236
H 5.09436 9.08177 -7.43953 0.407
H 2.40364 9.34788 -6.84007 0.298
H 3.41601 10.71134 -6.38844 0.487
H 2.31946 7.38378 -5.38752 0.541
H 1.10906 8.52226 -5.03367 0.429
H 1.49277 8.01064 -2.42097 0.309
H 2.88919 7.11888 -2.88095 0.296
H 1.47031 5.34932 -2.93776 0.270
H 0.63199 6.02275 -4.43214 0.414
H 0.07331 6.37675 -2.77401 0.297
C -5.53706 -2.86049 2.62077 -1.642
C -4.20004 -3.33701 2.85108 0.966
C -4.93860 -4.61965 5.67602 -0.563
O -5.31892 -3.53157 6.26138 -0.274
C -6.79617 -3.19102 6.26108 -0.615
N -3.95813 -4.62604 2.61296 -0.438
H -4.78304 -5.17244 2.38791 0.227
H -2.20529 -3.81927 0.62725 0.374
H -3.08392 -5.03784 2.93202 0.302
H -6.23267 -3.48013 2.11479 0.570
H -5.58536 -1.94102 2.02667 0.291
H -6.12484 -2.47793 3.46523 0.117
H -3.48938 -2.60031 3.28946 -0.319
H -3.86113 -4.80876 5.57599 0.284
H -5.68586 -5.30358 5.31977 0.333
H -6.82755 -2.37173 6.90036 0.227
H -7.43251 -3.98735 6.61377 0.386
H -7.08606 -2.96435 5.23872 0.206
O -1.39916 -0.94931 0.95133 -0.409
C -1.77657 -2.14155 1.36187 0.590
O -2.42738 -2.88739 0.42652 -0.479
O -1.52686 -2.40619 2.49789 -0.458
H -1.62633 -0.72459 0.01462 0.320
```

Its calculated total energy is -2505.61818 a.u. Its highest occupied orbital energy is -9.5 eV. As for the charge: +4. The value obtained for the HOMO-LUMO gap is 2.9386 eV.

=====

Entry 2:
Density functional theory data (ωB97M-V/def2-TZVPD) for a 4-piece molecular cluster, C49H109O3P3 overall.

The geometry in XYZ format:
```
164
Properties=species:S:1:pos:R:3:mulliken_charge:R:1
C -29.37790 8.78825 -3.98460 -1.114
C -29.21061 8.54748 -2.49332 -0.617
C -27.79616 8.11565 -2.06012 -0.728
C -26.65385 8.92010 -2.70068 -0.817
P -25.01246 8.17590 -2.47611 0.562
C -24.88311 7.39070 -0.84206 -0.892
C -23.93532 6.22888 -0.73763 -0.636
C -23.42134 5.99823 0.68206 -0.754
C -24.50182 5.85383 1.74902 -1.223
C -23.72068 9.41235 -2.69616 -0.979
C -22.29747 8.93158 -2.51439 -0.309
C -21.23452 9.98268 -2.90028 -0.683
C -21.11012 11.08723 -1.86137 -0.866
C -24.76789 6.91824 -3.77123 -1.160
C -25.91340 5.98196 -4.10485 0.048
C -25.42281 4.75065 -4.90334 -0.668
C -25.30660 3.50436 -4.01910 -1.212
H -28.59273 8.29512 -4.55329 0.232
H -29.40668 9.84532 -4.25860 0.281
H -30.36689 8.44759 -4.29166 0.372
H -29.80145 7.67080 -2.21338 0.371
H -29.57012 9.34696 -1.84783 0.411
H -27.67783 7.04423 -2.22779 0.243
H -27.70598 8.25248 -0.97904 0.387
H -26.65211 9.93193 -2.28793 0.576
H -26.74431 8.99226 -3.78804 0.542
H -25.90091 7.07819 -0.60535 0.761
H -24.62643 8.24121 -0.19921 0.503
H -23.05118 6.41446 -1.35960 0.315
H -24.36697 5.29516 -1.10541 0.340
H -22.77888 6.83910 0.96649 0.279
H -22.78353 5.11342 0.68860 0.467
H -25.13766 4.97838 1.61247 0.320
H -25.12318 6.74726 1.82773 0.296
H -24.00462 5.72626 2.71200 0.406
H -24.00987 10.28050 -2.09699 0.487
H -23.91064 9.70786 -3.73922 0.452
H -22.11890 8.06666 -3.16689 0.309
H -22.08024 8.55273 -1.51012 0.219
H -21.56556 10.42205 -3.84709 0.313
H -20.29312 9.46150 -3.06494 0.365
H -20.37586 11.84460 -2.10333 0.088
H -20.94710 10.69319 -0.85573 0.350
H -22.08081 11.59208 -1.76015 0.288
H -23.90506 6.39036 -3.34019 0.640
H -24.34581 7.47491 -4.61462 0.520
H -26.66802 6.49216 -4.70632 0.013
H -26.38311 5.63666 -3.18327 0.223
H -24.41626 4.96431 -5.27559 0.310
H -26.04909 4.56463 -5.77201 0.442
H -24.44262 3.57574 -3.35244 0.232
H -25.25204 2.58624 -4.60035 0.395
H -26.16405 3.38817 -3.34780 0.343
C -9.17304 14.10031 1.87991 -1.304
C -9.56363 14.53229 0.45034 -0.577
C -10.54267 13.55932 -0.18400 -0.655
C -11.83543 13.44203 0.61026 -0.959
P -13.34654 12.95539 -0.27749 0.864
C -14.45781 12.04028 0.76026 -0.547
C -14.88290 12.78806 2.04402 0.297
C -15.20192 11.86153 3.21837 -0.773
C -14.05278 10.93488 3.60812 -1.248
C -14.19121 14.47494 -0.77791 1.232
C -13.28884 15.61458 -1.26161 -0.115
C -12.80471 15.38006 -2.69289 0.424
C -11.76775 16.42249 -3.13105 -1.789
C -12.89434 11.97955 -1.73323 -1.073
C -14.07065 11.70377 -2.67045 0.042
C -13.78285 10.61399 -3.68836 -0.914
C -12.53844 10.87052 -4.56233 -1.121
H -9.24092 13.01428 1.98241 0.295
H -9.77589 14.60630 2.62945 0.304
H -8.12068 14.29912 2.08672 0.383
H -8.68033 14.71636 -0.15772 0.566
H -10.07264 15.50431 0.49196 0.182
H -10.11456 12.57259 -0.36501 0.469
H -10.83872 13.96032 -1.16211 0.209
H -12.15738 14.42468 0.98349 -0.053
H -11.75945 12.78949 1.48579 0.917
H -14.00540 11.10390 1.09128 0.557
H -15.35406 11.84216 0.16025 0.312
H -15.70020 13.48333 1.85238 -0.179
H -14.02802 13.40699 2.36494 -0.015
H -16.14742 11.35927 3.02146 0.403
H -15.29187 12.53848 4.07200 0.384
H -13.89728 10.11770 2.89790 0.310
H -14.32256 10.44840 4.54419 0.442
H -13.12409 11.49597 3.70642 0.274
H -14.92310 14.62715 0.02275 -0.869
H -14.87661 14.20644 -1.59409 -0.543
H -12.39022 15.71962 -0.64182 -0.016
H -13.78244 16.58559 -1.18564 0.086
H -13.67777 15.40531 -3.35566 0.124
H -12.34914 14.40634 -2.86895 0.030
H -12.21056 17.37115 -3.43780 0.404
H -11.28260 16.07938 -4.05142 0.455
H -10.96914 16.54487 -2.39964 0.335
H -12.62604 11.04304 -1.21656 0.708
H -12.03627 12.37978 -2.26199 0.705
H -14.53909 12.60043 -3.08195 -0.192
H -14.89792 11.32193 -2.05502 0.240
H -14.64560 10.53551 -4.35350 0.456
H -13.65861 9.65135 -3.18370 0.349
H -12.40918 10.13854 -5.35336 0.423
H -11.63901 10.84044 -3.94326 0.235
H -12.65993 11.86696 -4.99662 0.262
C -21.63770 17.00349 1.76193 -1.228
C -21.10632 16.59308 0.38185 -0.601
C -19.96752 17.47534 -0.11945 -0.350
C -18.65324 17.12427 0.59384 -1.073
P -17.16982 17.98824 0.06656 0.555
C -17.45493 19.69713 0.55578 -1.271
C -16.34186 20.67991 0.11609 -0.165
C -16.65969 22.10345 0.49375 -0.734
C -16.59322 22.38932 1.99057 -1.175
C -15.70205 17.36147 0.88799 0.646
C -15.71200 17.49061 2.41074 -0.925
C -14.40934 17.05075 3.08898 -0.321
C -13.13813 17.42716 2.37038 -0.957
C -17.09423 17.87501 -1.74672 -1.427
C -17.18119 16.42675 -2.23176 0.861
C -17.02878 16.34140 -3.74799 -0.835
C -16.76599 14.89856 -4.19487 -1.035
H -22.33505 16.24536 2.11210 0.381
H -22.15066 17.96514 1.75100 0.315
H -20.80612 17.08719 2.46526 0.298
H -21.92190 16.66913 -0.34285 0.411
H -20.81285 15.54131 0.41661 0.292
H -20.24469 18.52425 0.00143 0.255
H -19.79026 17.25937 -1.17678 0.308
H -18.49069 16.04164 0.46220 0.060
H -18.69436 17.22001 1.68716 0.863
H -17.55197 19.69128 1.64574 0.542
H -18.41733 20.04187 0.16605 0.680
H -16.21386 20.61753 -0.96680 0.305
H -15.43944 20.32177 0.62396 0.093
H -17.63170 22.42539 0.11169 0.348
H -15.93459 22.74064 -0.02119 0.376
H -17.42039 21.91592 2.53270 0.292
H -16.76789 23.45439 2.15030 0.402
H -15.66671 22.07740 2.46980 0.291
H -14.78529 17.75182 0.45134 0.958
H -15.76429 16.29394 0.62383 -0.657
H -16.54419 16.97660 2.89621 0.247
H -15.92470 18.54387 2.65490 0.336
H -14.50005 15.95464 3.12895 0.044
H -14.41726 17.35087 4.13604 0.481
H -13.14879 18.48686 2.07458 0.379
H -13.05997 16.89429 1.41738 0.043
H -12.22241 17.30914 2.94328 0.400
H -16.09227 18.28562 -1.93241 0.773
H -17.84980 18.56989 -2.11562 0.521
H -18.06978 15.91923 -1.85751 0.318
H -16.36044 15.84490 -1.79542 -0.658
H -16.25548 17.00140 -4.14386 0.402
H -17.97506 16.60080 -4.23518 0.366
H -17.56310 14.23642 -3.86032 0.277
H -15.79069 14.51151 -3.89717 0.011
H -16.79259 14.84172 -5.28852 0.493
O -18.68820 12.18575 -0.24908 -0.597
C -17.60003 12.97467 -0.69347 0.829
O -17.11015 12.54472 -1.77497 -0.674
O -17.20909 13.93602 -0.01974 -0.814
H -18.53575 11.58205 -1.00022 0.264
```

Its calculated total energy is -3181.79114 a.u. Its highest occupied orbital energy is -12.1 eV. As for the charge: +2. As for the energy above the lowest of the compared OMol25 structures with the same formula, charge and spin: 0.0 kcal per mole. The value obtained for the HOMO-LUMO gap is 9.0805 eV.